Entry 1:
Computed, not measured: a structure of composition C52H70BrN13O2SSi2, with ωB97M-V with the def2-TZVPD basis set.

The value obtained for the highest occupied orbital energy is -8.226 eV. The value obtained for the LUMO energy is -0.18 eV. The calculation puts the frontier orbital gap at 8.0 eV.

Positions of all 141 atoms, in Å:
1 C 5.57324 1.35448 -2.46170
2 C 4.36418 0.86760 -3.24795
3 Br 4.01720 -0.98533 -2.71240
4 C 3.15896 1.82230 -3.05494
5 Si 1.62746 1.11437 -2.22278
6 S 0.53158 -0.32938 -3.36429
7 O 0.58179 2.43657 -2.00623
8 Si -0.95365 2.03930 -1.53862
9 N -2.05755 2.04058 -2.93348
10 C -2.99038 1.28930 -2.74975
11 O -3.86422 0.52090 -2.62632
12 H 6.46018 0.96790 -2.94326
13 H 5.62372 2.43238 -2.45009
14 H 5.57412 0.99443 -1.44376
15 H 4.65097 0.91990 -4.28045
16 H 3.51965 2.63187 -2.43809
17 H 2.85329 2.26161 -3.99478
18 H 1.90499 0.58758 -0.88027
19 H 1.18075 -0.46157 -4.52789
20 H -1.45848 3.05449 -0.60482
21 H -0.91792 0.69384 -0.93560
22 N 2.70847 -3.48842 0.40964
23 C 3.97150 -3.20901 -0.03718
24 C 4.85960 -3.69533 0.88269
25 C 4.10202 -4.29738 1.92573
26 C 2.77948 -4.15753 1.60286
27 H 1.86105 -3.23891 -0.06471
28 H 4.11334 -2.68853 -0.96958
29 H 5.93217 -3.62908 0.81728
30 H 4.48581 -4.77861 2.80913
31 H 1.88554 -4.47229 2.11327
32 N 1.41653 5.08404 -4.06922
33 C 0.88946 6.34617 -4.06976
34 C 1.65981 7.12387 -4.89434
35 C 2.68740 6.29173 -5.41621
36 C 2.50683 5.04174 -4.89031
37 H 1.05578 4.30608 -3.54139
38 H 0.01920 6.58309 -3.48286
39 H 1.50563 8.16994 -5.09858
40 H 3.47103 6.57858 -6.09833
41 H 3.06391 4.13294 -5.02875
42 N -0.66195 -5.07705 3.00732
43 C -1.39423 -4.11046 2.37382
44 C -2.21617 -3.53046 3.30139
45 C -1.96496 -4.17245 4.54524
46 C -1.00005 -5.11997 4.33005
47 H 0.01649 -5.66987 2.56472
48 H -1.27013 -3.92222 1.32115
49 H -2.91927 -2.73702 3.11035
50 H -2.44112 -3.96500 5.48968
51 H -0.52963 -5.81748 5.00085
52 N -3.99222 4.05997 -4.94361
53 C -3.80673 4.21144 -6.29015
54 C -5.01056 4.55545 -6.84382
55 C -5.95991 4.61750 -5.78843
56 C -5.30074 4.30899 -4.62910
57 H -3.27753 3.80397 -4.28648
58 H -2.83872 4.06139 -6.73594
59 H -5.19148 4.74271 -7.88854
60 H -7.00537 4.86123 -5.87178
61 H -5.64833 4.24517 -3.61227
62 N -5.72070 -1.63976 -1.57332
63 C -7.01355 -1.49342 -1.15596
64 C -7.34147 -2.59155 -0.40474
65 C -6.19803 -3.43322 -0.36548
66 C -5.21582 -2.81728 -1.09505
67 H -5.21559 -0.98519 -2.14301
68 H -7.58731 -0.62430 -1.42757
69 H -8.29365 -2.77124 0.06490
70 H -6.10710 -4.37998 0.13971
71 H -4.20441 -3.11493 -1.31356
72 N 5.28257 7.01499 -3.53073
73 C 6.54842 7.42503 -3.84092
74 C 7.41250 6.83430 -2.95648
75 C 6.63377 6.03311 -2.07921
76 C 5.32413 6.16589 -2.46258
77 H 4.44536 7.29070 -4.01257
78 H 6.72634 8.09904 -4.66093
79 H 8.48160 6.96172 -2.94006
80 H 6.99320 5.43060 -1.26171
81 H 4.42109 5.73181 -2.06772
82 N -1.00815 -4.05555 -7.65693
83 C 0.06360 -3.68654 -6.89342
84 C -0.41930 -3.15992 -5.72460
85 C -1.83838 -3.21725 -5.78597
86 C -2.16970 -3.77664 -6.98973
87 H -0.95157 -4.46824 -8.56840
88 H 1.07122 -3.82914 -7.24491
89 H 0.17805 -2.77836 -4.91320
90 H -2.53421 -2.88688 -5.03300
91 H -3.12721 -3.99920 -7.42708
92 N -1.70910 -1.43651 6.91395
93 C -0.60950 -1.08163 7.64292
94 C -1.04431 -0.50632 8.80680
95 C -2.46479 -0.51881 8.78001
96 C -2.84416 -1.10141 7.59910
97 H -1.68670 -1.87804 6.01225
98 H 0.38358 -1.26816 7.27289
99 H -0.41192 -0.12314 9.58898
100 H -3.13070 -0.14505 9.54087
101 H -3.81918 -1.30580 7.19061
102 N -4.63604 2.33687 8.83914
103 C -5.97538 2.61120 8.86781
104 C -6.24081 3.29217 10.02575
105 C -5.01071 3.43766 10.72140
106 C -4.04051 2.83950 9.96236
107 H -4.15998 1.84046 8.10786
108 H -6.62168 2.29897 8.06596
109 H -7.20775 3.64720 10.33931
110 H -4.85663 3.92554 11.66887
111 H -2.98215 2.72832 10.12351
112 N 0.41908 -6.38228 -0.67975
113 C 0.73514 -7.48215 0.07260
114 C -0.22666 -8.43042 -0.15055
115 C -1.15524 -7.88358 -1.07746
116 C -0.72880 -6.62056 -1.38659
117 H 0.94924 -5.53210 -0.70800
118 H 1.61289 -7.49275 0.69697
119 H -0.26056 -9.40862 0.29797
120 H -2.03443 -8.36367 -1.47175
121 H -1.14098 -5.87457 -2.04448
122 N 3.08013 -0.60569 -6.84965
123 C 2.16069 -0.70739 -7.85924
124 C 2.76299 -0.28925 -9.01479
125 C 4.09862 0.07487 -8.69099
126 C 4.26479 -0.13344 -7.34907
127 H 2.91264 -0.84106 -5.89039
128 H 1.16296 -1.06647 -7.66718
129 H 2.29942 -0.24926 -9.98565
130 H 4.85011 0.44545 -9.36709
131 H 5.11880 0.01142 -6.70956
132 N 0.80144 0.51425 12.20110
133 C 2.06663 0.78884 11.75826
134 C 2.94936 0.30092 12.68325
135 C 2.18606 -0.29485 13.72365
136 C 0.86542 -0.14866 13.39589
137 H -0.04379 0.76181 11.72368
138 H 2.22811 1.30565 10.82803
139 H 4.02254 0.36274 12.62186
140 H 2.56426 -0.77564 14.60966
141 H -0.02992 -0.45715 13.90684


Entry 2:
Computed, not measured: a cluster of 2 separate species, C4H13N2O2 in total, with ωB97M-V with the def2-TZVPD basis set.

The value obtained for the highest occupied orbital energy is -3.750 eV. The value obtained for the LUMO energy is 3.97 eV. The calculation puts the frontier orbital gap at 7.7 eV. The value obtained for the energy above the lowest of the compared OMol25 structures with the same formula, charge and spin is 1.506 eV. As for the charge: -1.

Positions of all 21 atoms, in Å:
1 C 0.55868 0.42049 0.37438
2 N -0.38057 1.56805 0.27075
3 C -1.59721 1.19611 -0.83595
4 O -1.41499 0.26584 -1.68185
5 C 0.37304 -0.52405 1.63006
6 C 1.52579 -1.53745 1.60667
7 N -1.02029 -1.14535 1.51778
8 H 1.61112 0.72501 0.40046
9 H 0.45924 -0.12321 -0.55174
10 H 0.13389 2.28903 -0.20953
11 H -1.70718 2.35409 -1.13447
12 H -2.45366 1.04341 0.07756
13 H 0.51745 0.00186 2.59070
14 H 2.45222 -0.99909 1.94265
15 H 1.37382 -2.32726 2.35705
16 H 1.34057 -2.05285 0.66861
17 H -1.68130 -0.38878 1.57192
18 H -1.08696 -1.58593 0.56767
19 H 0.50544 0.83610 -4.23757
20 H -0.05795 0.05714 -3.06543
21 O 0.54882 -0.07314 -3.85972


Entry 3:
Computed, not measured: a structure of composition C13H24GaGdI2O4S2, with ωB97M-V with the def2-TZVPD basis set.

The value obtained for the highest occupied orbital energy (spin up / spin down) is -21.256 / -20.920 eV. The value obtained for the LUMO energy (spin up / spin down) is -15.14 / -16.93 eV. The expectation value of S² is 16.086. The calculation puts the frontier orbital gap (spin up / spin down) at 6.1 / 4.0 eV. As for the charge: +4. Its spin multiplicity is 8.

Positions of all 47 atoms, in Å:
1 I -0.13691 0.67420 3.79108
2 I -4.28376 0.90736 2.27757
3 Gd -3.03519 0.07254 -0.13373
4 Ga 0.84141 -0.32007 0.44660
5 S -1.13854 -1.49024 1.06348
6 S -0.63094 1.36805 0.22732
7 C 2.06722 -1.70557 0.29060
8 C -1.11293 -3.39399 0.96643
9 C -0.39592 3.18065 -0.52114
10 C -2.53494 -3.87908 1.15993
11 C -0.57879 -3.70166 -0.40673
12 C -0.18384 -3.93833 2.02681
13 C -1.76146 3.82982 -0.49217
14 C 0.11371 2.89773 -1.91136
15 C 0.59189 3.95663 0.31345
16 C -3.36408 -1.82706 -1.76384
17 C -3.09812 1.18380 -2.46329
18 O 2.81021 -2.61873 0.25231
19 O -3.50517 -2.69465 -2.55657
20 O -3.13580 1.62934 -3.53598
21 H -3.19551 -3.50498 0.37229
22 H -2.95855 -3.50808 2.09327
23 H -2.59110 -4.98145 1.16765
24 H -1.24224 -3.26850 -1.15299
25 H -0.50396 -4.79217 -0.55441
26 H 0.39771 -3.23176 -0.51839
27 H 0.83927 -3.58468 1.88896
28 H -0.20631 -5.04349 2.00204
29 H -0.48576 -3.58748 3.01267
30 H -1.70078 4.85848 -0.88718
31 H -2.16539 3.87597 0.52260
32 H -2.48621 3.26893 -1.09055
33 H 0.31276 3.83932 -2.44161
34 H -0.61949 2.30928 -2.46766
35 H 1.03987 2.31880 -1.84872
36 H 0.70719 4.95189 -0.15492
37 H 1.56203 3.45434 0.38065
38 H 0.23533 4.07234 1.34039
39 C 4.73719 0.54962 -0.02694
40 C 3.47757 1.33522 0.29636
41 O 2.48674 1.17556 -0.73655
42 H 4.61322 -0.53170 0.00390
43 H 5.51326 0.82769 0.70406
44 H 5.11973 0.83522 -1.01085
45 H 3.09800 1.04073 1.28910
46 H 3.61807 2.42779 0.32329
47 H 2.86931 0.76237 -1.53721


Entry 4:
Computed, not measured: a cluster of 6 separate species, C31H54BNO12 in total, with ωB97M-V with the def2-TZVPD basis set.

The value obtained for the highest occupied orbital energy is -9.097 eV. As for the structure (SMILES): NCC1=C(CB(O)O)C(=O)C(O)=C(CCOC=O)C1=O.C1CCOC1.C1CCOC1.C1CCOC1.C1CCOC1.C1CCOC1. The value obtained for the LUMO energy is -1.08 eV. The calculation puts the frontier orbital gap at 8.0 eV. The value obtained for the energy above the lowest of the compared OMol25 structures with the same formula, charge and spin is 4.430 eV.

Positions of all 99 atoms, in Å:
1 N 4.16372 -3.44120 0.29302
2 C 2.86171 -2.84040 0.69142
3 C 2.12327 -2.39959 -0.54456
4 C 2.52332 -1.38958 -1.32985
5 C 3.68996 -0.48867 -1.10391
6 B 3.18669 0.84744 -0.39698
7 O 1.82231 1.09535 -0.22143
8 O 4.06246 1.80379 0.00031
9 C 1.69957 -1.04686 -2.52205
10 O 2.16868 -0.53617 -3.52137
11 C 0.23825 -1.30913 -2.39549
12 O -0.58003 -0.55911 -3.16543
13 C -0.18453 -2.29630 -1.60185
14 C -1.62371 -2.67963 -1.41754
15 C -2.55528 -1.49511 -1.15002
16 O -3.26352 -1.63017 0.08693
17 C -4.23070 -2.55704 0.08952
18 O -4.92381 -2.73909 1.07495
19 C 0.86218 -3.10751 -0.92592
20 O 0.69472 -4.29875 -0.69864
21 H 4.93870 -2.87583 0.60259
22 H 4.21185 -3.48548 -0.71101
23 H 3.02088 -2.01843 1.37884
24 H 2.29195 -3.63078 1.16342
25 H 4.44199 -0.94222 -0.47511
26 H 4.11127 -0.21090 -2.06450
27 H 1.43499 0.48622 0.40706
28 H 3.54368 2.54926 0.31092
29 H -0.05861 0.16515 -3.52116
30 H -1.94622 -3.26031 -2.27489
31 H -1.66921 -3.33431 -0.55458
32 H -3.26246 -1.39828 -1.96771
33 H -2.02947 -0.55727 -1.10356
34 H -4.41039 -3.15128 -0.81288
35 C 2.79604 0.42961 -6.97790
36 C 3.40773 -0.08069 -8.27921
37 C 4.46170 0.98188 -8.56083
38 O 4.89865 1.46301 -7.28800
39 C 4.01466 0.99494 -6.26467
40 H 2.28911 -0.33835 -6.39680
41 H 2.07952 1.22716 -7.18936
42 H 3.88372 -1.04989 -8.11401
43 H 2.68984 -0.18872 -9.09077
44 H 4.03891 1.82064 -9.12492
45 H 5.32070 0.59492 -9.11000
46 H 4.52867 0.22012 -5.68623
47 H 3.77046 1.82002 -5.59504
48 C 6.60406 -0.45782 4.31423
49 C 6.72295 -1.95407 4.04245
50 C 5.41560 -2.23942 3.32141
51 O 5.06547 -1.04291 2.60942
52 C 5.90318 0.03476 3.05594
53 H 7.55969 0.03550 4.48236
54 H 5.97229 -0.28554 5.18881
55 H 7.56871 -2.14771 3.37906
56 H 6.84951 -2.55739 4.93952
57 H 4.60930 -2.46402 4.02868
58 H 5.49597 -3.06916 2.61967
59 H 6.61940 0.26403 2.26131
60 H 5.28875 0.91842 3.23337
61 C -8.22025 -0.16667 0.59798
62 C -8.96024 -1.33457 -0.04918
63 C -8.71526 -1.07452 -1.52963
64 O -7.44079 -0.43428 -1.62125
65 C -7.01312 -0.02661 -0.31347
66 H -7.94395 -0.34298 1.63590
67 H -8.83047 0.73838 0.55518
68 H -8.50034 -2.27949 0.24886
69 H -10.01939 -1.37689 0.20104
70 H -9.47449 -0.40294 -1.94615
71 H -8.69944 -1.98863 -2.12488
72 H -6.20261 -0.68676 0.00466
73 H -6.63569 0.99548 -0.35743
74 C -5.13015 5.12787 0.64127
75 C -6.07929 5.55820 -0.47348
76 C -6.84788 4.27085 -0.73686
77 O -6.90710 3.57508 0.51136
78 C -6.00923 4.18021 1.44512
79 H -4.74779 5.95488 1.23736
80 H -4.27879 4.58775 0.22094
81 H -6.75622 6.33488 -0.11066
82 H -5.57340 5.93544 -1.36071
83 H -6.32759 3.63855 -1.46466
84 H -7.86241 4.44616 -1.09555
85 H -6.59767 4.72264 2.19308
86 H -5.44156 3.39922 1.95184
87 C 2.10038 0.63033 7.22122
88 C 3.31030 0.18738 6.40272
89 C 2.66313 -0.18330 5.07541
90 O 1.52333 0.66656 4.92917
91 C 1.25411 1.33072 6.16660
92 H 2.35005 1.27842 8.05964
93 H 1.57178 -0.24258 7.61010
94 H 3.99791 1.02632 6.26663
95 H 3.86458 -0.63808 6.84805
96 H 2.31864 -1.22400 5.07815
97 H 3.32946 -0.04290 4.22367
98 H 1.53727 2.38422 6.06632
99 H 0.18539 1.27851 6.37468


Entry 5:
Computed, not measured: a cluster of 7 separate species, C4H21NO6 in total, with ωB97M-V with the def2-TZVPD basis set.

The value obtained for the highest occupied orbital energy is -9.271 eV. As for the structure (SMILES): C=CCNC.O.O.O.O.O.O. The value obtained for the LUMO energy is 0.10 eV. The calculation puts the frontier orbital gap at 9.4 eV. The value obtained for the energy above the lowest of the compared OMol25 structures with the same formula, charge and spin is 5.029 eV.

Positions of all 32 atoms, in Å:
1 C 0.27142 -2.79022 -1.72683
2 C 1.03292 -2.03637 -0.93170
3 C 1.18438 -1.66852 0.42140
4 N 1.86054 -0.35720 0.68656
5 C 3.33512 -0.39032 0.31486
6 H 0.26632 -2.50581 -2.83626
7 H -0.32241 -3.73553 -1.58960
8 H 1.83453 -1.64053 -1.58001
9 H 1.86595 -2.49917 0.84385
10 H 0.26832 -1.65589 1.13773
11 H 1.29642 0.21172 0.02406
12 H 3.63554 -0.31663 -0.78039
13 H 3.94667 -1.22286 0.67221
14 H 3.65390 0.61195 0.97529
15 O -0.77115 0.06248 3.56595
16 H 0.11854 -0.03556 3.88351
17 H -0.86634 0.28858 2.67771
18 O -3.44280 -1.08100 -1.47629
19 H -3.88460 -0.75845 -0.73293
20 H -2.73119 -0.25182 -1.43215
21 O -1.07507 2.70855 1.44661
22 H -0.12370 2.69357 1.59747
23 H -1.09591 3.15283 0.44100
24 O -0.40008 0.94289 -1.81768
25 H -0.65629 1.28125 -2.64714
26 H -0.52976 0.01442 -1.90110
27 O -2.65119 0.22038 1.39708
28 H -2.68764 0.79853 2.14063
29 H -2.71184 -0.74862 1.72259
30 O 1.86737 2.70417 -2.06268
31 H 1.06691 2.15201 -1.94538
32 H 1.47299 3.51914 -2.36731


Entry 6:
Computed, not measured: a cluster of 3 separate species, F3NO in total, with ωB97M-V with the def2-TZVPD basis set.

The value obtained for the highest occupied orbital energy (spin up / spin down) is -13.357 / -12.093 eV. The value obtained for the LUMO energy (spin up / spin down) is -2.59 / -4.38 eV. The calculation puts the frontier orbital gap (spin up / spin down) at 10.8 / 7.7 eV. The value obtained for the energy above the lowest of the compared OMol25 structures with the same formula, charge and spin is 2.405 eV.

Positions of all 5 atoms, in Å:
1 N -0.75323 0.28404 -0.08902
2 O -0.50037 -0.84417 -0.29891
3 F -0.07090 1.12542 -0.79383
4 F 0.29062 0.86131 1.86553
5 F 1.03388 -1.42660 -0.68376